ORCA calculation (the ωB97M-V functional and the def2-TZVPD basis) on the ion C2H8N3 with charge +1.

SMILES = CNC(N)=[NH2+]
E_LUMO = -3.39 eV
energy relative to the best compared isomer or geometry (same formula, charge and spin) = 113.5 kJ/mol
HOMO-LUMO gap = 11.62 eV
HOMO level = -15.011 eV
electronic energy = -6667.4530 eV
charge = +1

Bonds (Å) are listed after each position.
Element x y z (Å)
1 C -1.101 1.548 0.108  N2 1.423, H6 1.123, H7 1.058, H8 1.070
2 N 0.165 0.925 -0.083  C1 1.423, C3 1.330, H9 1.076
3 C 0.305 -0.398 -0.068  N2 1.330, N4 1.340, N5 1.325
4 N 1.544 -0.895 -0.172  C3 1.340, H10 1.100, H11 1.059
5 N -0.735 -1.158 0.245  C3 1.325, H12 1.055, H13 1.018
6 H -1.574 1.180 1.058  C1 1.123
7 H -1.683 1.268 -0.730  C1 1.058
8 H -1.208 2.607 0.215  C1 1.070
9 H 0.991 1.409 -0.575  N2 1.076
10 H 2.015 -0.537 -1.100  N4 1.100
11 H 1.721 -1.814 0.325  N4 1.059
12 H -0.586 -2.158 0.545  N5 1.055
13 H -1.722 -0.960 0.096  N5 1.018

=====

ORCA calculation (the ωB97M-V functional and the def2-TZVPD basis) on the ion C2H8N3O with charge +1.

SMILES = CN/[NH+]=C(/N)O
E_LUMO = -3.50 eV
energy relative to the best compared isomer or geometry (same formula, charge and spin) = 259.4 kJ/mol
HOMO-LUMO gap = 10.72 eV
HOMO level = -14.218 eV
electronic energy = -8713.7876 eV
charge = +1

Bonds (Å) are listed after each position.
Element x y z (Å)
1 C 0.331 -1.266 0.573  N3 1.306, N4 1.340, O6 1.333
2 C -0.373 2.136 -0.458  N5 1.390, H7 1.139, H8 1.183, H9 1.100
3 N 1.054 -2.276 0.168  C1 1.306, H10 1.061, H11 1.016
4 N 0.281 -0.172 -0.199  C1 1.340, N5 1.411, H12 0.992
5 N -0.707 0.832 -0.113  C2 1.390, N4 1.411, H13 0.991
6 O -0.493 -1.548 1.582  C1 1.333, H14 1.019
7 H 0.298 2.757 0.221  C2 1.139
8 H 0.020 2.516 -1.508  C2 1.183
9 H -1.282 2.729 -0.278  C2 1.100
10 H 1.469 -2.310 -0.808  N3 1.061
11 H 1.045 -3.165 0.660  N3 1.016
12 H 0.995 -0.029 -0.871  N4 0.992
13 H -1.503 0.558 -0.634  N5 0.991
14 H -1.135 -0.761 1.666  O6 1.019

=====

ORCA calculation (the ωB97M-V functional and the def2-TZVPD basis) on a cluster of 2 separate species, C2H8N3O in total.

E_LUMO (alpha / beta) = -3.27 / -8.37 eV
energy relative to the best compared isomer or geometry (same formula, charge and spin) = 465.9 kJ/mol
HOMO-LUMO gap (alpha / beta) = 6.16 / 5.28 eV
spin multiplicity = 3
HOMO level (alpha / beta) = -9.423 / -13.652 eV
electronic energy = -8706.1238 eV
charge = +1

Bonds (Å) are listed after each position.
Element x y z (Å)
1 C 0.933 1.140 -0.266  N3 1.177, N5 1.261
2 C 1.603 -1.140 0.153  N5 1.459, H7 1.086, H8 1.088, H9 1.091
3 N 0.819 2.241 0.135  C1 1.177, H10 1.003
4 N -2.467 0.064 -0.141  O6 1.367, H11 1.037, H12 1.037, H13 1.037
5 N 1.458 0.064 -0.659  C1 1.261, C2 1.459, H14 1.017
6 O -1.122 -0.043 -0.365  N4 1.367
7 H 1.421 -2.010 -0.471  C2 1.086
8 H 0.877 -1.132 0.963  C2 1.088
9 H 2.613 -1.189 0.563  C2 1.091
10 H 0.076 2.879 0.348  N3 1.003
11 H -2.692 0.891 0.443  N4 1.037
12 H -2.812 -0.779 0.354  N4 1.037
13 H -2.981 0.146 -1.038  N4 1.037
14 H 1.559 -0.067 -1.662  N5 1.017

=====

> The highest electronic energy belongs to which entry?

C2H8N3